The following is a DFT calculation (ωB97M-V/def2-TZVPD) of 3 unconnected molecules or ions with the total composition C21H45BF3N5O5P3.

Each line ends with the Mulliken charge.
CARTESIAN COORDINATES (ANGSTROEM)
O 0.060 1.466 -3.848  -0.279
C 4.843 -0.823 1.208  -0.506
C -0.552 -3.500 0.910  0.423
P 0.390 0.198 -0.833  0.447
H 2.173 -1.225 0.169  -0.793
H -6.734 2.728 -5.265  0.183
H 1.197 3.898 -3.155  0.554
C 0.636 -0.944 5.913  -0.483
H 1.897 3.639 -1.563  0.228
C -5.501 0.308 -3.622  -0.289
C 0.798 1.566 0.493  0.431
H -3.344 -0.087 -1.651  -0.064
C -6.453 1.283 -3.753  -0.710
H 5.916 -0.853 1.441  0.428
H 2.165 1.857 2.179  0.320
H -3.118 -2.223 1.000  0.440
H 4.600 -1.533 -0.831  0.445
C -1.322 -0.083 5.265  -0.533
C 1.455 1.106 1.804  -1.271
N -0.435 -1.108 5.081  0.097
H 2.309 -1.257 -1.576  0.860
H 3.612 0.746 -1.637  0.517
C -0.405 2.438 0.851  -0.428
O -1.745 1.941 -1.869  -0.531
C 4.192 -2.082 1.807  -0.240
F 0.785 -3.548 0.746  -0.144
H -2.284 1.836 -2.666  0.201
H 0.276 2.112 -4.530  0.335
H -3.147 0.201 -0.037  0.188
C -5.094 1.424 -5.527  -0.674
C 4.669 -0.578 -0.299  -1.431
H 5.572 -0.087 -0.684  0.464
H -2.230 -0.026 4.690  0.415
H 1.626 -2.076 -4.076  0.256
N -6.201 1.954 -4.918  0.041
H 4.439 0.043 1.751  0.282
C 3.442 0.272 -0.667  -0.290
H -0.844 -0.270 1.284  0.153
H 1.450 -1.648 5.913  0.399
H 0.121 3.612 -1.778  0.224
H -5.422 -0.388 -2.803  0.498
C 0.435 0.196 6.643  -0.436
H -7.277 1.558 -3.117  0.402
C -0.811 0.744 6.230  -0.481
N -2.681 -0.115 -0.881  -0.348
O 0.135 -2.996 -2.068  -0.645
H -0.125 3.187 2.907  0.325
F -1.043 -4.525 0.218  -0.339
H 3.156 -1.851 2.105  -0.050
H 1.519 2.267 0.054  0.814
H 2.025 0.180 1.727  -0.208
F -0.762 -3.818 2.185  -0.326
P 0.103 -1.450 -2.650  0.865
H 0.548 -1.305 1.293  0.577
H -0.783 2.924 -0.046  0.113
H -1.652 -2.287 -0.454  0.430
C 1.075 3.330 -2.221  -1.154
H -1.275 1.646 6.594  0.412
H 3.355 1.060 0.087  0.147
H -0.835 4.347 1.782  0.475
N 4.270 -3.240 0.911  -0.727
H 1.107 0.596 7.383  0.406
H -0.559 -1.862 4.427  0.195
H 0.688 0.918 2.570  0.368
C -4.635 0.398 -4.746  -0.286
B -1.517 0.749 -1.225  0.729
H 0.967 -3.166 -1.612  0.333
H -1.902 -2.310 -2.858  0.264
N 1.071 -1.254 -3.860  -0.860
C 2.170 -0.580 -0.719  -0.157
O -2.297 -2.012 1.458  -0.611
H 0.891 3.983 1.687  0.301
O -1.474 -1.491 -3.138  -0.288
H -1.213 1.810 1.259  0.076
H 4.738 -2.354 2.718  0.458
H 3.695 -3.080 0.091  0.254
C -0.274 -0.966 0.657  -1.126
C -1.205 -2.159 0.524  -0.422
P 1.283 1.538 -2.679  -0.129
H 3.886 -4.053 1.376  0.305
H -4.723 1.824 -6.455  0.391
C -0.096 3.544 1.873  -1.661
H -3.769 -0.212 -4.946  0.452

The HOMO energy is -3.094 eV. As for the charge: -1. The value obtained for the gap between HOMO and LUMO is 5.51 eV.

***

The following is a DFT calculation (ωB97M-V/def2-TZVPD) of a molecular structure, C6H24BaF2O6.

Each line ends with the Mulliken charge.
CARTESIAN COORDINATES (ANGSTROEM)
C -2.197 1.051 1.822  -0.507
H -1.004 -0.656 -1.350  0.604
H 3.099 0.982 -1.555  0.286
H 1.068 -1.422 2.154  0.206
H 0.111 -2.872 -0.087  0.479
H 1.161 0.043 -2.240  0.260
H 2.019 -2.365 -1.008  0.253
F -0.682 0.761 -1.659  -0.824
O -0.921 -1.201 -0.564  -0.872
C -2.201 -1.778 -0.347  -0.971
H 1.083 1.778 -1.832  0.351
H -3.237 0.897 1.534  0.357
C 1.422 -1.778 -1.705  -0.951
Ba 0.164 0.298 0.241  3.205
H 0.493 -2.254 -2.017  0.302
H 1.770 -2.816 0.573  0.328
H -2.473 -2.406 -1.195  0.302
H 1.910 -1.801 -2.680  0.386
H -0.174 2.368 1.666  0.412
C -0.537 3.232 -0.085  -0.866
O -0.080 2.102 0.749  -0.803
H -2.185 1.184 2.904  0.322
H -1.479 3.475 0.407  0.386
C 0.709 -2.737 0.814  -0.986
H -1.931 2.035 1.437  0.003
O 0.524 -1.454 1.364  -0.459
H -2.977 -1.015 -0.281  0.246
H 3.013 2.322 -0.295  0.292
O 1.189 1.552 -0.905  -0.755
H -1.714 -0.820 1.927  0.283
H 2.674 0.706 0.176  0.364
O 1.237 -0.425 -1.405  -0.376
F 1.453 0.611 1.785  -0.969
H -2.179 -2.376 0.564  0.333
H 0.083 4.128 -0.077  0.211
H -0.826 2.865 -1.070  0.259
O -1.393 -0.072 1.418  -0.639
C 2.602 1.386 -0.673  -0.715
H 0.404 -3.532 1.495  0.264

The HOMO energy is -5.465 eV. As for the charge: 0. The energy above the lowest of the compared OMol25 structures with the same formula, charge and spin comes out at 547.6 kcal per mole. The value obtained for the gap between HOMO and LUMO is 5.68 eV.

***

The following is a DFT calculation (ωB97M-V/def2-TZVPD) of a molecular structure, C42H37AsN7O3PtS.

Each line ends with the Mulliken charge.
CARTESIAN COORDINATES (ANGSTROEM)
H -0.919 0.469 -4.810  0.489
Pt 0.191 -0.782 -0.744  1.478
N -2.802 5.185 -0.555  0.283
C -2.564 2.034 1.129  -1.199
C -4.607 -4.846 -4.100  -0.689
C -5.237 0.472 -0.192  -0.811
C -2.670 -3.154 -5.168  -0.562
H 3.595 -2.192 2.554  0.441
C 0.225 1.701 -2.735  -0.789
H 4.702 -3.295 -0.643  0.271
N -0.253 1.230 -1.601  -0.114
C -3.654 -1.796 -0.462  -0.503
C -1.488 9.290 -2.583  -0.704
H -4.653 -3.507 -2.421  0.398
C -4.206 -3.726 -3.383  -0.224
C -0.267 2.882 -3.292  -0.983
C -1.158 1.919 -0.902  -0.179
H -5.758 -0.314 1.730  0.486
H 1.000 1.123 -3.222  0.566
C -3.236 -2.895 -3.924  0.554
C 2.561 -2.164 0.681  0.615
C -1.692 1.259 0.296  1.299
C -0.095 9.039 -2.683  0.842
C -2.202 1.524 -6.190  -0.705
C -4.376 -1.591 0.702  -0.912
C 3.853 -3.070 -1.271  -0.900
H 1.490 7.623 -2.226  0.452
C -2.989 0.061 -4.464  0.279
H -5.579 1.251 -6.284  0.460
C 3.908 -3.359 -2.627  -0.418
H 0.012 5.992 -1.183  0.632
C -1.173 3.630 -2.575  -0.502
C 2.718 -2.469 -0.745  1.102
C -2.902 3.298 0.801  -0.595
H 2.568 9.700 -2.548  0.356
H 0.581 0.059 4.454  0.189
H 2.817 -3.264 -4.477  0.476
N 0.670 0.737 3.713  -0.406
H -3.543 3.873 1.456  0.602
As -2.686 -1.240 -3.069  1.256
H 1.466 -1.546 2.957  0.296
N -2.704 6.248 -1.117  -0.818
H 0.460 1.697 3.927  0.231
H 4.778 -3.837 -3.056  0.488
H -2.948 1.573 2.028  0.653
H -5.109 -0.280 -4.393  0.495
H 4.228 -3.336 1.362  0.383
C 2.821 -3.039 -3.422  -1.140
H -4.580 0.994 -2.173  0.519
H -1.858 10.238 -2.946  0.471
C -0.397 6.896 -1.611  -0.092
H 2.699 -3.665 2.163  0.382
C -4.303 0.254 -4.884  -0.572
H -3.383 8.539 -1.991  0.494
C -2.320 8.355 -2.058  -0.564
C 0.429 7.818 -2.178  -0.515
C -3.743 -0.870 -1.498  0.303
C 3.325 -2.872 1.746  -1.551
C -3.083 -4.270 -5.878  -0.721
H -2.660 -4.479 -6.850  0.415
C -4.058 -5.103 -5.347  -0.520
O -1.380 0.084 0.562  -0.955
C -5.175 -0.463 0.832  -0.697
C -1.577 3.197 -1.305  1.012
H -1.392 2.008 -6.719  0.502
C -1.806 7.114 -1.580  0.056
H 0.857 -2.140 -3.414  0.731
H -3.027 -2.673 -0.582  0.602
H -4.332 -2.316 1.502  0.485
H -5.854 1.355 -0.086  0.535
C 1.088 0.438 2.486  0.473
N 1.701 -1.246 0.934  -0.183
C 2.014 9.844 -3.476  -0.822
H 2.219 9.018 -4.159  0.374
H -1.920 -2.485 -5.574  0.350
O 0.608 9.974 -3.246  -0.350
H 0.070 3.190 -4.270  0.550
C -2.418 3.948 -0.385  0.298
H 2.317 10.774 -3.944  0.257
C -3.512 1.736 -6.598  -0.599
H -4.409 -5.947 -5.925  0.414
N 1.684 -2.128 -1.540  0.112
C 1.733 -2.410 -2.838  -0.171
O -1.072 -1.341 -2.656  -0.331
C -1.936 0.677 -5.124  -0.250
H -1.575 4.536 -3.004  0.768
C -4.521 0.273 -1.365  -0.534
N 1.436 -0.856 2.217  -0.452
C -4.563 1.101 -5.949  -0.758
S 1.274 1.629 1.315  -0.263
H -3.709 2.372 -7.450  0.447
H -5.357 -5.505 -3.688  0.431

The HOMO energy (spin up / spin down) is -14.938 / -14.934 eV. As for the charge: +3. The energy above the lowest of the compared OMol25 structures with the same formula, charge and spin comes out at 69.4 kcal per mole. The value obtained for the gap between HOMO and LUMO (spin up / spin down) is 5.26 / 5.22 eV.

***

The following is a DFT calculation (ωB97M-V/def2-TZVPD) of 12 unconnected molecules or ions with the total composition C6H35NO14.

Each line ends with the Mulliken charge.
CARTESIAN COORDINATES (ANGSTROEM)
H 2.559 -3.044 -0.888  0.270
O 3.393 1.109 -3.217  -0.536
O -2.011 2.364 -1.781  -0.682
H 2.362 2.491 -1.909  0.233
H -0.008 1.851 0.484  0.061
H -4.236 -0.874 -0.270  0.341
H -1.276 0.678 -1.709  0.425
O -2.784 -3.200 -1.989  -0.862
O -3.522 -1.126 -0.839  -0.523
H 0.254 4.032 1.799  0.430
C 0.987 0.507 -0.794  0.622
H -2.062 -1.338 0.567  -0.055
H -0.301 4.765 0.565  0.340
H 3.868 -1.446 1.788  0.260
O -2.194 3.222 1.341  -0.724
H 0.638 2.174 2.788  0.326
H -1.187 -2.782 1.777  0.307
H 0.854 2.762 -0.842  0.504
O -0.125 2.672 2.753  -0.699
H -0.797 2.450 3.397  0.289
O 0.804 -4.057 -0.634  -0.701
H 3.826 1.385 -1.320  0.246
H -1.490 2.608 1.615  0.234
C -1.239 -0.309 -1.298  -0.631
H -1.934 2.587 -0.763  0.326
H -1.472 4.036 1.334  0.311
O -2.831 0.510 0.530  -0.631
O -0.746 -1.994 1.638  -0.744
N 2.010 0.340 -1.579  -1.021
H 2.408 0.957 3.722  0.281
H 1.994 0.297 2.517  0.314
O -1.949 -4.412 0.287  -0.696
H -2.874 1.466 0.155  0.301
H -2.099 -2.555 -2.119  0.309
H -1.272 -1.132 -2.141  0.089
H 0.743 -1.498 -0.820  -0.485
O 0.530 4.560 0.929  -0.638
H 1.561 2.018 0.526  0.473
H 2.835 -1.459 -1.076  0.437
H -2.446 -3.913 -0.423  0.464
H 0.160 -2.136 1.675  0.183
O 2.883 -1.298 1.641  -0.603
C 0.149 -0.574 -0.484  1.869
H -1.512 3.060 -2.298  0.300
O 3.104 -2.333 -0.691  -0.704
C 0.737 1.902 -0.191  -1.236
H 0.019 -0.563 0.758  0.110
O 1.615 0.754 3.347  -0.654
H -3.422 -2.460 -1.714  0.502
C -2.420 -0.588 -0.237  0.509
H 0.223 -4.639 -1.036  0.317
H 0.277 -3.386 -0.153  0.341
H 2.769 0.991 -3.914  0.298
C 2.901 1.458 -1.945  -0.344
H 2.809 -2.296 1.247  0.326
H -1.059 -4.592 -0.106  0.218

The HOMO energy is -9.727 eV. The SMILES is C/C(CCC(O)O)=N\CO.O.O.O.O.O.O.O.O.O.O.O. As for the charge: 0. The energy above the lowest of the compared OMol25 structures with the same formula, charge and spin comes out at 114.6 kcal per mole. The value obtained for the gap between HOMO and LUMO is 9.78 eV.